[1]
DFT (ωB97M-V/def2-TZVPD) results for a cluster of 2 separate species, CH2BrN in total at a distorted geometry.

Computed properties:
SMILES: C#N.Br
LUMO energy, eV: 0.8
Total energy, Ha: -2668.038383
Relative energy (zero: lowest compared OMol25 entry of this formula, charge and spin), kcal per mole: 5.5
HOMO-LUMO gap, eV: 11.831
HOMO level, Ha: -0.4042

Structure (ORCA input):
```
! RIJCOSX wB97M-V def2-TZVPD def2/J DEFGRID3
* xyz 0 1
Br 0.121 1.136 2.843
N 0.336 -1.240 -1.318
C -0.363 -0.443 -1.743
H -1.191 0.293 -1.994
H 1.097 0.254 2.211
*
```

[2]
DFT (ωB97M-V/def2-TZVPD) results for the molecule C4H8O.

Computed properties:
SMILES: COC1CC1
LUMO energy, eV: 1.2
Total energy, Ha: -232.385414
Relative energy (zero: lowest compared OMol25 entry of this formula, charge and spin), kcal per mole: 37.8
HOMO-LUMO gap, eV: 10.354
HOMO level, Ha: -0.3381

Structure (ORCA input):
```
! RIJCOSX wB97M-V def2-TZVPD def2/J DEFGRID3
* xyz 0 1
O -0.613 1.198 -0.416
C -0.191 -1.288 0.067
C 0.938 -0.788 -0.811
C -0.299 1.491 0.923
C -0.401 -0.115 -0.844
H -0.402 2.574 1.032
H -1.001 -0.289 -1.733
H 0.731 1.203 1.189
H -0.682 -2.228 -0.175
H -0.083 -1.104 1.133
H 1.237 -1.378 -1.674
H -0.992 0.999 1.621
H 1.757 -0.275 -0.313
*
```

[3]
DFT (ωB97M-V/def2-TZVPD) results for a structure of composition C17H39Br2F3NbO6 at a distorted geometry.

Computed properties:
LUMO energy, eV: 1.9
Total energy, Ha: -6626.893668
HOMO-LUMO gap, eV: 6.578
HOMO level, Ha: -0.1725

Structure (ORCA input):
```
! RIJCOSX wB97M-V def2-TZVPD def2/J DEFGRID3
* xyz -1 1
Nb 2.510 -1.981 -2.476
Br 4.854 -1.139 -4.875
Br 3.837 1.663 -1.284
F 3.533 -4.917 -0.382
F 4.627 -4.664 1.430
F 2.523 -4.281 1.392
O -1.382 -0.649 -2.781
O -0.350 -3.086 -3.141
O -1.714 4.529 3.217
O 5.168 -2.634 -0.381
O -2.693 0.841 -0.617
O -2.622 -0.015 3.481
C -1.119 6.296 4.776
C 2.948 1.360 -3.972
C 0.611 -3.199 -2.069
C -1.665 -3.076 -2.678
C -2.773 -1.409 3.737
C 4.301 -0.648 -3.016
C -1.907 2.714 0.851
C 2.817 -1.889 -0.214
C -2.234 5.512 4.108
C -2.967 1.673 0.519
C 4.074 0.874 -3.065
C -2.015 0.591 -2.889
C -3.910 -1.669 4.709
C 3.638 -4.140 0.678
C -2.198 -1.681 -2.287
C 3.980 -2.691 0.375
C -1.909 1.429 -1.625
H 0.817 -4.246 -1.811
H -4.845 -1.271 4.314
H 2.146 -2.306 -4.247
H 4.988 1.313 -3.453
H 5.175 -3.333 -1.053
H -1.550 1.173 -3.686
H -0.495 6.783 4.026
H -2.082 3.049 1.874
H 2.831 -0.857 0.119
H 5.187 -0.815 -2.411
H -1.522 7.057 5.447
H -2.433 0.419 4.320
H -3.074 0.486 -3.152
H 3.217 2.366 -4.299
H -2.971 -1.889 2.780
H -2.198 -1.617 -1.196
H -2.865 6.175 3.517
H -3.723 -1.171 5.664
H -1.980 3.588 0.213
H -3.969 2.097 0.389
H -0.928 2.249 0.826
H -3.242 -1.588 -2.598
H -2.302 -3.511 -3.451
H -1.832 -1.804 4.132
H -1.790 -3.724 -1.805
H -2.281 2.422 -1.900
H 3.550 -3.519 -2.568
H -4.032 -2.738 4.893
H 2.024 1.470 -3.426
H 2.837 0.764 -4.868
H 1.451 -0.493 -2.437
H -3.018 0.999 1.375
H -0.473 5.631 5.353
H -1.161 3.930 3.733
H 0.155 -2.731 -1.187
H -0.847 1.477 -1.384
H -2.861 5.019 4.859
H 1.915 -2.315 0.236
H 4.222 -2.255 1.343
*
```